This record from the Open Molecules 2025 dataset describes C3H6N2O in the gas phase in a non-equilibrium geometry. The level of theory is ωB97M-V with the def2-TZVPD basis set.

Total charge ... 0
Electronic energy ... -8232.9816 eV
HOMO energy ... -9.31 eV
SMILES ... NC(=O)[C@H]1CN1
LUMO energy ... 0.9830 eV
Frontier orbital gap ... 10.30 eV

Cartesian coordinates (Å):
O1 0.4581 1.7856 -0.0502
N1 1.8926 0.0399 -0.0918
N2 -1.0913 -1.3298 0.1398
C1 -0.4466 -0.1744 0.6992
C2 -1.2118 -0.0766 -0.6147
C3 0.7163 0.6123 0.2040
H1 -1.4664 1.0095 -0.4717
H2 2.5095 0.5616 -0.6937
H3 -0.9837 0.3263 1.5070
H4 -0.6009 -0.2031 -1.5062
H5 -1.8555 -1.6341 0.7371
H6 2.0797 -0.9172 0.1415